Arrangement i

This record from the OMol25 dataset describes a 2-piece molecular cluster, C3H11NO overall. The level of theory is ωB97M-V with the def2-TZVPD basis set.

The geometry in ORCA input format:
```
! RIJCOSX wB97M-V def2-TZVPD def2/J DEFGRID3
* xyz 0 1
C -0.180 0.805 -1.471
C -1.089 0.230 -0.406
N -0.391 -0.158 0.808
C 0.472 0.784 1.480
H -0.776 1.220 -2.291
H 0.366 1.662 -1.092
H 0.520 0.032 -1.775
H -1.904 0.931 -0.176
H -1.581 -0.656 -0.796
H -0.765 -0.972 1.259
H 0.221 1.796 1.173
H 1.526 0.601 1.245
H 0.366 0.673 2.559
O 0.789 -2.582 -0.213
H 0.691 -1.631 -0.016
H 1.734 -2.735 -0.288
*
```

HOMO	-8.54	eV
Kohn-Sham gap	0.350	hartree
E_LUMO	0.9967	eV

***

Arrangement ii

This record from the OMol25 dataset describes a 2-piece molecular cluster, C3H11NO overall. The level of theory is ωB97M-V with the def2-TZVPD basis set.

The geometry in ORCA input format:
```
! RIJCOSX wB97M-V def2-TZVPD def2/J DEFGRID3
* xyz 0 1
C 1.987 2.010 1.332
O 1.483 0.845 0.731
H 2.950 2.208 0.816
H 1.276 2.859 1.394
H 2.331 1.594 2.311
C -1.800 -0.196 -1.275
C -0.674 -1.286 -1.050
N -0.207 -1.193 0.386
H -1.580 0.314 -2.172
H -2.685 -0.863 -1.370
H -2.099 0.577 -0.552
H -1.063 -2.302 -1.245
H 0.292 -1.176 -1.589
H 0.202 -0.209 0.643
H 0.512 -1.893 0.498
H -0.924 -1.289 1.142
*
```

HOMO	-6.44	eV
Kohn-Sham gap	0.247	hartree
E_LUMO	0.2853	eV

***

Energies, relative to the best one, in eV: arrangement i 0.000; arrangement ii 2.639.

***

Arrangement i

This record from the OMol25 dataset describes C8H13NO2 in the gas phase. The level of theory is ωB97M-V with the def2-TZVPD basis set.

The geometry in ORCA input format:
```
! RIJCOSX wB97M-V def2-TZVPD def2/J DEFGRID3
* xyz 0 1
C 2.295 -2.337 -0.771
C 1.354 -1.876 0.040
C 0.307 -1.526 0.757
C -0.700 -0.453 0.823
C -2.227 -0.834 0.052
O -2.130 -0.816 -1.145
O -3.022 -1.058 0.920
N -0.195 0.758 0.085
C -1.220 1.843 -0.019
C 0.795 1.318 0.911
C 0.356 0.482 -1.219
H 3.390 -2.154 -0.565
H 1.889 -2.737 -1.704
H -0.082 -2.257 1.374
H -1.028 -0.153 1.868
H -1.901 1.606 -0.713
H -1.696 2.028 0.888
H -0.903 2.911 -0.379
H 1.352 2.068 0.419
H 0.334 1.758 1.812
H 1.362 0.460 1.120
H 1.409 -0.093 -1.091
H -0.197 -0.326 -1.758
H 0.458 1.386 -1.705
*
```

HOMO	-8.05	eV
Kohn-Sham gap	0.311	hartree
E_LUMO	0.4052	eV

***

Arrangement ii

This record from the OMol25 dataset describes C8H13NO2 in the gas phase. The level of theory is ωB97M-V with the def2-TZVPD basis set.

The geometry in ORCA input format:
```
! RIJCOSX wB97M-V def2-TZVPD def2/J DEFGRID3
* xyz 0 1
C -2.103 -0.473 -0.087
C 1.455 0.602 -0.011
C 0.632 1.611 -0.803
C -0.987 1.778 1.036
C -1.359 0.748 0.108
C 0.788 -0.703 0.098
C 0.666 -1.369 1.448
C 0.494 -1.616 -1.076
N -0.656 1.885 -0.358
O -2.487 -1.095 0.927
O -2.207 -0.708 -1.399
H 2.429 0.534 -0.555
H 1.657 1.120 0.982
H 1.287 2.512 -0.785
H 0.713 1.306 -1.863
H -1.754 2.659 1.144
H -0.260 1.607 1.823
H 1.563 -1.087 2.109
H 0.839 -2.472 1.306
H -0.285 -1.266 1.967
H 1.301 -2.091 -1.663
H -0.115 -0.996 -1.833
H 0.069 -2.429 -0.596
H -1.679 -0.056 -1.920
*
```

HOMO (spin up / spin down)	-7.86 / -7.63	eV
Kohn-Sham gap (spin up / spin down)	0.296 / 0.271	hartree
E_LUMO (spin up / spin down)	0.1927 / -0.2529	eV

***

Energies, relative to the best one, in eV: arrangement i 0.000; arrangement ii 0.497.

***

Arrangement i

This record from the OMol25 dataset describes C4H10NS2 as an isolated structure. The level of theory is ωB97M-V with the def2-TZVPD basis set.

The geometry in ORCA input format:
```
! RIJCOSX wB97M-V def2-TZVPD def2/J DEFGRID3
* xyz 1 1
C -0.784 0.450 2.049
C 1.313 -0.556 0.432
C -0.813 -0.299 -1.692
C 0.354 0.618 0.386
N -0.612 0.756 -0.661
S -2.311 0.133 1.655
S -0.132 0.395 3.614
H 0.851 -1.460 0.858
H 1.938 -0.717 -0.514
H 2.065 -0.392 1.264
H -0.712 -1.174 -1.126
H -1.850 -0.175 -2.152
H -0.005 -0.345 -2.436
H 0.651 1.622 0.607
H -0.896 1.685 -0.931
H -1.912 0.208 0.236
H -1.168 -0.349 4.145
*
```

HOMO	-13.91	eV
Kohn-Sham gap	0.334	hartree
E_LUMO	-4.8268	eV

***

Arrangement ii

This record from the OMol25 dataset describes an isolated ion of composition C4H10NS2 and charge +1. The level of theory is ωB97M-V with the def2-TZVPD basis set.

The geometry in ORCA input format:
```
! RIJCOSX wB97M-V def2-TZVPD def2/J DEFGRID3
* xyz 1 1
C -0.448 1.108 0.265
C -1.773 1.081 -0.511
C 0.087 -1.268 0.661
C 1.774 0.215 -0.208
N 0.331 -0.060 -0.141
S -2.990 -0.107 0.036
S 0.021 -2.744 -0.190
H 0.033 1.991 0.019
H -0.488 1.240 1.438
H -2.170 2.067 -0.419
H -1.522 0.919 -1.587
H 0.438 -1.230 1.639
H 2.112 0.329 0.824
H 2.231 -0.715 -0.569
H 1.866 1.017 -0.853
H -0.012 -0.279 -1.169
H 0.509 -3.564 0.763
*
```

HOMO (spin up / spin down)	-13.11 / -12.21	eV
Kohn-Sham gap (spin up / spin down)	0.314 / 0.236	hartree
E_LUMO (spin up / spin down)	-4.5657 / -5.7755	eV

***

Energies, relative to the best one, in eV: arrangement i 0.000; arrangement ii 1.383.

***

Arrangement i

This record from the OMol25 dataset describes a 2-piece molecular cluster, C6H13FSi overall. The level of theory is ωB97M-V with the def2-TZVPD basis set.

The geometry in ORCA input format:
```
! RIJCOSX wB97M-V def2-TZVPD def2/J DEFGRID3
* xyz 0 1
C 1.809 -2.412 -1.248
C 0.921 -1.410 -1.151
Si 0.706 -0.419 0.442
F 2.012 -0.785 1.469
C 0.753 1.541 0.016
C 0.311 2.527 1.023
H 1.729 -2.955 -2.190
H 2.691 -2.648 -0.724
H 0.116 -1.256 -1.861
H -0.244 -0.359 1.608
H 1.785 1.836 -0.190
H 0.138 1.735 -0.891
H 0.257 3.624 0.857
H -0.735 2.454 1.276
H 0.841 2.478 1.993
C -3.393 -1.341 -0.905
C -2.885 -2.134 -1.827
H -4.055 -0.574 -1.193
H -3.400 -1.653 0.106
H -2.079 -2.935 -1.690
H -2.917 -1.923 -2.992
*
```

HOMO	-9.77	eV
Kohn-Sham gap	0.381	hartree
E_LUMO	0.5929	eV

***

Arrangement ii

This record from the OMol25 dataset describes a 2-piece molecular cluster, C6H13FSi overall. The level of theory is ωB97M-V with the def2-TZVPD basis set.

The geometry in ORCA input format:
```
! RIJCOSX wB97M-V def2-TZVPD def2/J DEFGRID3
* xyz 0 1
C 1.806 2.457 0.156
C 0.969 1.814 -0.681
C -3.073 -0.930 0.192
C 2.343 -1.459 -0.008
C -2.417 0.368 0.007
C 1.009 -1.099 0.722
F 0.274 -0.400 -1.978
Si 0.109 0.178 -0.467
H 2.049 3.471 -0.062
H 1.965 2.223 1.147
H 0.536 2.403 -1.451
H -3.230 -1.231 1.174
H -3.994 -0.808 -0.469
H -2.482 -1.719 -0.215
H 3.018 -2.004 0.747
H 2.042 -2.205 -0.793
H 2.787 -0.515 -0.557
H -2.413 1.053 0.931
H -2.641 1.011 -0.819
H 0.983 -0.666 1.635
H 0.359 -1.943 0.788
*
```

HOMO	-8.20	eV
Kohn-Sham gap	0.330	hartree
E_LUMO	0.7807	eV

***

Energies, relative to the best one, in eV: arrangement i 0.000; arrangement ii 0.088.